43
Properties=species:S:1:pos:R:3:forces:R:3 method="wB97M-V/def2-TZVPD" orbital_gap_ev="4.02 / 4.02" charge=+2 e_tot_ha=-5826.7688 e_lumo_ev="-9.69 / -9.69" homo_energy_ha="-0.50395 / -0.50395" e_above_lowest_kcal_mol=5.6
Te 0.875726 -2.012934 -0.467136 -0.3 0.4 0.8
Ru -0.679529 -0.064692 0.685555 0.9 -0.7 -1.1
Br 0.247851 0.781467 3.230371 0.1 0.1 0.0
S -3.591564 4.840443 1.749860 -0.1 0.0 -0.1
S -1.814160 2.677958 0.820246 -0.1 -0.3 0.0
S -3.275587 1.981726 -3.214548 0.0 0.1 0.3
S -3.922670 3.652667 -0.931216 -0.1 -0.2 -0.6
S -0.475934 1.128860 -1.295180 -1.6 -0.2 0.8
O -1.895808 -1.504731 -0.147657 -0.1 0.3 0.3
O -2.863723 -3.486764 0.347490 0.1 0.5 -0.1
N -1.337949 -1.093728 2.285367 0.3 0.1 0.1
C -2.171827 -2.111258 2.140471 0.0 0.1 -0.3
C -3.224906 0.165752 -3.207225 0.1 -0.1 -0.1
C 0.873227 -3.414133 1.159504 -0.3 0.0 0.1
C -1.487756 -1.157988 4.641409 -0.2 -0.2 0.2
C -2.372053 -2.233559 4.503271 0.0 0.0 0.0
C -2.712009 -2.728498 3.246143 -0.1 -0.2 0.2
C -2.368492 -2.443310 0.680449 -0.2 -0.3 -0.2
C 2.251461 -3.993030 1.187633 1.4 0.8 -0.9
C 3.308486 -3.255976 0.558886 -1.2 -1.1 0.7
C -0.997696 -0.637402 3.475558 0.3 0.2 -0.2
C 2.516966 -5.212042 1.800662 0.1 0.2 -0.1
C 2.988016 -1.952246 -0.099615 -0.1 0.6 0.1
C 3.808462 -5.702790 1.792735 1.1 0.4 -0.5
C -3.147682 3.801490 0.617241 0.2 0.2 0.6
C -1.832357 2.031604 -0.799726 1.7 -0.4 0.1
C 4.855069 -4.977714 1.155943 -0.7 -0.9 0.7
C -2.907757 2.452690 -1.604826 -0.7 0.5 -0.7
C 4.600840 -3.770285 0.541041 -0.3 0.1 0.1
H -1.215497 -0.756113 5.608451 0.0 0.0 -0.1
H 0.657997 -2.847448 2.063501 -0.1 0.0 0.0
H 4.023890 -6.655566 2.265635 0.0 0.1 -0.1
H -2.794190 -2.682153 5.394923 0.0 0.0 -0.1
H -3.078235 -0.120286 -4.246257 0.0 0.0 0.0
H 5.400975 -3.224765 0.053418 0.0 0.0 0.0
H -4.185273 -0.200786 -2.857964 -0.1 0.1 0.0
H 5.860513 -5.383665 1.143817 -0.1 0.0 0.0
H 0.099043 -4.166944 1.009664 0.0 0.1 -0.1
H 3.510972 -1.834068 -1.045525 -0.1 0.1 -0.1
H -2.423048 -0.227825 -2.601053 0.1 0.0 0.0
H 3.214697 -1.087553 0.524997 0.0 0.0 0.0
H -3.381083 -3.569640 3.109806 0.0 0.1 0.1
H 1.719887 -5.774527 2.273639 0.0 0.0 0.0


25
Properties=species:S:1:pos:R:3:forces:R:3 method="wB97M-V/def2-TZVPD" orbital_gap_ev=7.48 e_tot_ha=-3306.3110 e_lumo_ev=-0.46 homo_energy_ha=-0.29176 e_above_lowest_kcal_mol=21.9
Br -4.194216 -0.511242 -0.604903 0.5 0.4 0.4
Si -2.697688 0.275509 0.978985 -0.5 -0.5 -0.3
N 0.074993 -2.461863 0.991618 -0.8 -0.2 -0.7
C 0.923963 -2.306263 0.039659 1.2 -2.2 1.1
C 3.168823 0.017480 1.391449 -2.6 -1.4 -1.6
C 0.017368 -0.083053 -0.339696 -1.4 -0.6 1.8
C 1.301329 -0.923316 -0.311927 -0.3 1.9 -1.6
C -2.756555 2.189049 0.871477 2.2 -0.6 -1.5
C 0.186861 1.295927 -0.901884 -3.5 -0.4 1.5
C 2.248106 -0.359099 0.669510 2.7 0.7 1.0
C -1.012772 -0.527101 0.465763 -1.6 2.2 -0.6
C -0.641621 -1.469196 1.438889 1.0 -0.3 0.9
C 1.751437 -3.512134 -0.349232 -5.0 -0.2 -3.8
H 0.905046 1.723057 -0.313541 2.0 1.4 1.9
H -3.294500 -0.439115 2.273612 0.9 1.1 -1.3
H -2.124269 2.603005 -0.008268 -1.4 -0.9 1.4
H 1.657238 -0.758897 -1.387618 0.2 -0.9 1.4
H -2.374542 2.709431 1.709549 1.0 0.1 1.3
H 0.676801 1.216057 -1.803383 0.3 0.2 -2.7
H 1.681980 -3.547724 -1.515968 0.5 -0.1 1.8
H -0.731165 1.982740 -0.768727 1.6 -1.5 -1.0
H 2.686383 -3.249910 -0.095007 3.7 -0.1 1.1
H 1.252707 -4.457964 -0.004400 1.0 1.1 0.1
H -3.701552 2.623715 0.838236 -2.0 0.2 -0.6
H 3.909857 0.132854 2.138708 0.2 0.4 0.1